Entry 1:
Formula: C3H4FN
Source: OMol25
Level of theory: ωB97M-V with the def2-TZVPD basis set

Output
net charge	0
E_HOMO	-11.807	eV
frontier orbital gap	12.488	eV

Cartesian coordinates (Å):
C: -0.87092 -0.65633 -0.17914
C: 0.06862 0.54748 0.19988
F: -0.29266 1.88520 -0.21916
C: 1.57219 0.34692 -0.04694
N: 2.75573 0.20945 -0.15746
H: -0.94665 -0.74518 -1.30671
H: -0.37698 -1.53800 0.07120
H: -1.84597 -0.57884 0.31700
H: -0.06336 0.52929 1.32132

Atoms 1-6, force components in eV/Å:
0.2 2.5 -2.8
0.1 0.1 1.7
0.3 -2.5 0.2
3.3 -0.3 -0.5
-5.4 0.6 0.5
-0.4 0.3 1.2

Entry 2:
Formula: C53H60MnN6O5P
Source: OMol25
Level of theory: ωB97M-V with the def2-TZVPD basis set

Output
net charge	+1
2S+1	4
expectation value of S²	4.126
E_HOMO (alpha / beta)	-10.868 / -10.894	eV
frontier orbital gap (alpha / beta)	5.953 / 7.155	eV

Cartesian coordinates (Å):
Mn: -0.34442 0.41557 -0.24781
O: -0.30176 0.68148 -2.04831
C: 0.64163 0.45960 -2.96055
C: 0.33322 0.71138 -4.29899
C: 1.27493 0.48595 -5.28387
C: 2.54704 0.00498 -4.96988
C: 2.85995 -0.24742 -3.65393
C: 1.92288 -0.02451 -2.63290
C: 2.31702 -0.27202 -1.27271
N: 1.57948 -0.04042 -0.24720
N: 2.09031 -0.39503 0.99710
C: 1.15421 -0.26407 1.88357
O: -0.05410 0.14174 1.56763
C: 1.41017 -0.51589 3.31112
C: 2.68413 -0.86760 3.75345
C: 2.90912 -1.06074 5.10506
C: 1.86712 -0.90942 6.01282
C: 0.59658 -0.56817 5.57060
C: 0.36278 -0.36964 4.21881
H: -0.65895 1.07371 -4.53524
H: 1.01639 0.68150 -6.31656
H: 3.27306 -0.17298 -5.75008
H: 3.84044 -0.62412 -3.38768
H: 3.30325 -0.68601 -1.07662
H: 3.48480 -0.97928 3.03497
H: 3.89666 -1.33064 5.45440
H: 2.04794 -1.06045 7.06898
H: -0.21209 -0.45282 6.27989
H: -0.61836 -0.08758 3.85760
C: 3.22022 4.91849 -2.47364
C: 3.71141 4.05316 -1.29907
C: 2.63728 3.05366 -0.85465
C: 1.26276 3.73166 -0.92277
C: 0.88946 3.96155 -2.40229
C: 2.14508 4.17821 -3.26211
P: -0.03789 2.94991 0.10561
C: 0.31983 3.33619 1.87173
C: 1.70806 2.94351 2.39248
C: 1.70320 3.05689 3.91783
C: 1.31960 4.47758 4.39086
C: 1.07996 5.40712 3.20694
C: 0.05715 4.83557 2.22288
C: -1.68338 3.63636 -0.36246
C: -2.20298 3.16584 -1.73652
C: -3.72094 3.35734 -1.76046
C: -4.13849 4.68323 -1.10120
C: -2.98886 5.68041 -1.15963
C: -1.79632 5.18477 -0.32178
H: 4.05582 5.18790 -3.11923
H: 2.80526 5.86111 -2.10396
H: 3.99423 4.68793 -0.45554
H: 4.60769 3.50021 -1.58672
H: 2.87074 2.65768 0.13057
H: 2.62293 2.20800 -1.53937
H: 1.35223 4.70949 -0.42471
H: 0.24471 4.83954 -2.47713
H: 0.32303 3.11437 -2.78690
H: 1.86889 4.73217 -4.15995
H: 2.53791 3.21543 -3.60342
H: -0.42609 2.71454 2.38076
H: 2.45876 3.62192 1.98230
H: 2.00558 1.94400 2.09108
H: 2.68435 2.77002 4.29878
H: 0.99724 2.32487 4.31298
H: 2.10474 4.89310 5.02293
H: 0.41863 4.43924 5.00706
H: 2.02447 5.60316 2.69372
H: 0.71812 6.37905 3.54661
H: 0.05233 5.46980 1.33847
H: -0.93841 4.90936 2.66514
H: -2.33140 3.21185 0.40898
H: -1.94660 2.13428 -1.96318
H: -1.74789 3.77880 -2.51365
H: -4.19905 2.52832 -1.23918
H: -4.06948 3.31432 -2.79429
H: -4.41088 4.51509 -0.05439
H: -5.02722 5.08567 -1.58706
H: -3.29432 6.65782 -0.78435
H: -2.68910 5.83004 -2.19991
H: -1.93582 5.51049 0.70602
H: -0.88102 5.65424 -0.69239
N: -2.63193 -3.07059 -3.86403
C: -1.86187 -4.00517 -3.25618
O: -1.65354 -5.11566 -3.69786
C: -1.27449 -3.56907 -1.94339
C: -1.06616 -4.49776 -0.93739
C: -0.61195 -4.05381 0.29402
C: -0.39392 -2.70124 0.47695
N: -0.54351 -1.80858 -0.50920
C: -0.95414 -2.24533 -1.70164
H: -3.08701 -3.33351 -4.72201
H: -2.92813 -2.23251 -3.38563
H: -1.27480 -5.54194 -1.13173
H: -0.44953 -4.73674 1.11589
H: -0.09560 -2.31903 1.44329
H: -1.04737 -1.50030 -2.47518
O: -2.39195 1.50346 2.08544
C: -2.92739 0.86054 1.20361
N: -4.20998 0.41966 1.19840
C: -4.59894 -0.23341 -0.03618
C: -3.26255 -0.10841 -0.81276
O: -3.10166 -0.50314 -1.94928
N: -2.32225 0.48420 -0.01203
C: -4.90803 -1.71521 0.19268
C: -6.11317 -2.29336 -0.18129
C: -6.35354 -3.63879 0.07364
C: -5.39469 -4.41429 0.70316
C: -4.18768 -3.83952 1.08174
C: -3.94769 -2.50093 0.82694
C: -5.73003 0.50225 -0.75350
C: -6.60350 1.30772 -0.03130
C: -7.64882 1.96534 -0.66432
C: -7.83521 1.82198 -2.03046
C: -6.97487 1.00922 -2.75454
C: -5.93238 0.34861 -2.12178
H: -4.78042 0.49029 2.02243
H: -6.87288 -1.70215 -0.67369
H: -7.29810 -4.07644 -0.22107
H: -5.58489 -5.46037 0.90318
H: -3.43674 -4.43729 1.58240
H: -3.00816 -2.05567 1.13825
H: -6.47202 1.44572 1.03356
H: -8.31699 2.58985 -0.08597
H: -8.64851 2.33497 -2.52630
H: -7.11619 0.88471 -3.82036
H: -5.26971 -0.28474 -2.69327

Atoms 1-6, force components in eV/Å:
0.1 -0.2 0.2
0.1 0.0 -0.2
0.0 0.0 0.0
0.0 0.0 0.0
0.0 0.0 0.0
0.0 0.0 0.0

Entry 3:
Formula: C22H15O4PRh
Source: OMol25
Level of theory: ωB97M-V with the def2-TZVPD basis set

Output
net charge	+3
2S+1	5
expectation value of S²	6.047
E_HOMO (alpha / beta)	-16.274 / -18.389	eV
frontier orbital gap (alpha / beta)	6.354 / 4.101	eV

Cartesian coordinates (Å):
Rh: -0.09282 -0.29844 -0.25305
O: -0.64584 -2.91977 -2.01174
C: -0.53255 -1.99594 -1.33586
C: 0.00034 1.64739 -0.44178
O: 0.07270 2.79745 -0.51238
C: 0.45263 -0.20107 1.59572
O: 0.77003 -0.02805 2.69584
C: 1.78187 -0.51983 -0.82696
O: 2.92080 -0.51306 -0.99834
C: -5.96117 -2.57265 -1.34469
C: -4.86513 -2.27336 -2.16353
C: -3.74907 -1.62781 -1.62870
C: -3.73287 -1.25784 -0.27567
C: -4.84834 -1.53974 0.53849
C: -5.94137 -2.23528 0.01359
P: -2.41745 -0.12250 0.25497
C: -3.08300 1.43590 -0.44389
C: -2.77769 1.72537 -1.78689
C: -3.35525 2.82550 -2.42154
C: -4.17206 3.69651 -1.69291
C: -4.45861 3.42652 -0.34881
C: -3.93995 2.28265 0.26876
C: -2.56341 -0.38340 2.05350
C: -2.72133 0.66118 2.97051
C: -2.84790 0.35963 4.33145
C: -2.72467 -0.96211 4.77582
C: -2.48348 -1.99914 3.86472
C: -2.38234 -1.70381 2.50649
H: -6.84409 -3.05156 -1.76624
H: -4.88443 -2.52470 -3.22660
H: -2.91172 -1.36417 -2.27277
H: -4.87611 -1.19191 1.57173
H: -6.77948 -2.48815 0.66999
H: -2.08672 1.09273 -2.34865
H: -3.15064 3.01044 -3.47924
H: -4.58621 4.58470 -2.17232
H: -5.08935 4.10504 0.23084
H: -4.18996 2.05263 1.30373
H: -2.73566 1.69629 2.62289
H: -3.02474 1.17240 5.04080
H: -2.80112 -1.18994 5.84047
H: -2.36572 -3.03122 4.20343
H: -2.16582 -2.50034 1.78931

Atoms 1-6, force components in eV/Å:
0.0 0.6 0.4
0.4 2.9 2.1
-0.7 -4.9 -3.0
0.3 5.4 -0.3
-0.1 -3.9 0.2
1.3 0.6 4.9